# 1
Formula: C29H52BN8S5SbTi
Source: the OMol25 dataset
Level of theory: ωB97M-V with the def2-TZVPD basis set

Its spin multiplicity is 1. As for the orbital gap: 6.201 eV. The molar mass comes out at 853.57 g mol⁻¹.

Structure (XYZ):
```
97
C29H52BN8S5SbTi ωB97M-V with the def2-TZVPD basis set
H 0.127 -0.121 6.150
H -0.724 -2.728 -3.766
H 1.790 -7.263 1.569
H 3.953 2.366 1.319
H 0.376 -4.825 0.874
H -5.704 -0.741 -0.272
C -0.814 -3.436 -1.753
H 3.462 1.967 -2.631
C 1.071 0.695 -2.951
H 4.215 3.888 0.464
H 3.620 -5.812 1.781
C 3.508 3.078 0.627
C 0.566 0.471 5.351
C -2.833 3.219 -1.166
H -2.127 -2.811 0.895
H -3.818 3.461 -0.749
H -2.963 -1.906 2.160
H 2.334 3.243 -2.151
H 0.176 -6.741 2.070
C -1.881 4.322 -0.716
N 0.145 0.616 1.611
B 0.100 1.583 -0.663
C 1.186 2.088 2.888
H 0.479 1.523 5.616
H -3.805 2.559 -2.986
N 3.555 -5.113 1.058
C 2.355 -4.640 0.713
H 1.065 -0.737 -4.622
H -3.739 -3.302 1.410
S 2.763 -0.393 0.575
C 1.138 -3.689 -3.367
H -0.931 -4.506 -1.917
N 0.651 1.586 0.802
C -3.731 -1.552 0.163
H -0.163 -0.893 3.855
C -2.982 -0.270 -0.074
C 1.207 -6.422 1.945
H -0.280 -3.284 -0.808
C -0.167 0.187 4.042
H -1.680 1.725 4.240
C -0.035 -2.814 -2.912
C -3.578 0.945 -0.409
H -3.720 -2.104 -0.790
C -5.194 -1.278 0.524
H 1.602 -3.256 -4.249
C -2.968 3.188 -2.692
C 0.437 -1.418 -2.622
C -3.098 -2.444 1.224
H -0.996 4.368 -1.340
H 0.701 5.132 0.782
H -3.130 4.191 -3.079
C 1.575 1.907 -3.684
H 1.889 -3.760 -2.585
C -2.549 1.826 -0.681
H 4.329 -4.451 1.025
C 1.305 2.490 1.563
H -5.707 -2.224 0.673
C 0.444 0.911 2.880
H -2.068 2.781 -3.141
H 1.624 0.212 5.275
H -2.390 5.280 -0.794
C -1.632 0.644 4.118
H 3.330 2.563 -0.310
S 1.549 -3.094 3.223
H 1.383 4.383 -0.667
H -1.802 -2.986 -1.669
C 0.891 -0.521 -3.588
N -1.655 -0.128 -0.122
Ti 0.552 -0.980 0.501
H -2.134 0.176 4.962
H 0.790 -4.690 -3.612
H 3.172 3.339 -3.696
C 2.704 2.660 -2.986
S -0.035 -2.580 2.082
H -1.578 4.166 0.315
H 1.596 -6.109 2.918
H 2.446 4.107 2.166
H -2.155 0.373 3.199
H -4.623 1.172 -0.460
C 1.610 4.737 0.332
H 2.330 5.549 0.250
N 1.240 -5.338 0.991
H 1.988 1.509 -4.618
H -5.270 -0.697 1.441
N -1.390 1.150 -0.513
H 0.825 3.642 -4.723
C 0.441 2.855 -4.079
H -0.001 3.319 -3.204
S 5.078 -2.584 2.465
N 0.729 0.525 -1.648
H 1.606 2.588 3.738
C 2.205 3.637 1.205
Sb 3.309 -1.214 2.856
H 0.207 2.649 -1.134
S 2.263 -3.232 -0.206
H -0.332 2.314 -4.621
N 0.387 -0.779 -1.456
```

Which charges does Löwdin predict for the atoms? In e, they are: H 0.084; H 0.145; H 0.087; H 0.070; H 0.059; H 0.070; C -0.070; H 0.089; C -0.163; H 0.086; H 0.097; C -0.057; C -0.067; C -0.343; H -0.022; H 0.137; H 0.070; H 0.047; H 0.090; C -0.062; N -0.094; B -0.489; C 0.049; H 0.077; H 0.082; N 0.097; C -0.895; H 0.123; H 0.084; S 0.112; C -0.074; H 0.090; N 0.000; C -0.359; H 0.036; C -0.231; C -0.091; H -0.014; C -0.390; H 0.086; C -0.344; C 0.028; H 0.132; C -0.073; H 0.074; C -0.044; C -0.215; C -0.102; H 0.051; H 0.078; H 0.084; C -0.340; H 0.005; C -0.182; H -0.005; C -0.186; H 0.078; C -0.283; H 0.052; H 0.053; H 0.084; C -0.042; H 0.044; S -0.008; H 0.043; H 0.067; C 0.062; N 0.070; Ti 0.429; H 0.082; H 0.081; H 0.087; C -0.044; S 0.112; H 0.081; H 0.069; H 0.137; H 0.068; H 0.108; C -0.051; H 0.085; N -0.086; H 0.138; H 0.090; N 0.057; H 0.086; C -0.051; H 0.048; S -0.225; N 0.040; H 0.122; C -0.336; Sb 0.420; H 0.098; S 0.617; H 0.085; N -0.074

# 2
Formula: C29H52BrCl2FINO10
Source: the OMol25 dataset
Level of theory: ωB97M-V with the def2-TZVPD basis set

Its spin multiplicity is 1. As for the orbital gap: 8.944 eV. The molar mass comes out at 871.44 g mol⁻¹.

Structure (XYZ):
```
97
C29H52BrCl2FINO10 ωB97M-V with the def2-TZVPD basis set
H -1.709 2.611 -3.230
O 3.205 3.963 -0.549
O 1.422 -4.852 4.512
H -5.736 1.802 -5.536
H -6.656 -3.618 -0.253
H 2.710 5.802 -1.218
H -5.570 -2.144 0.254
H 4.675 5.531 2.278
O -2.620 -1.275 -3.142
H 4.465 3.472 1.938
H -7.147 -0.067 -3.564
C -2.827 0.327 -1.069
C 3.633 5.249 -1.008
O 5.850 4.577 0.826
C -0.301 2.897 -1.325
H 4.107 5.796 -0.195
H 5.359 -4.737 4.858
H 4.824 2.758 -1.029
Cl -6.514 2.657 -3.416
H -1.132 -1.538 -0.478
H 4.288 -1.514 4.756
C -4.548 -3.765 -1.168
H 2.042 -5.964 2.935
C -5.280 1.233 -3.606
H 4.700 6.338 -2.523
C 5.242 -3.699 5.182
Br -1.650 5.143 -2.650
C -0.908 -4.478 -0.170
H -0.008 -4.047 5.738
H 3.750 -4.206 3.161
O -4.974 1.333 -5.083
H 5.778 6.551 1.350
H 0.707 -0.189 -0.430
H 0.199 -4.143 -0.444
H 6.440 5.469 2.594
O 3.859 -3.458 5.396
C -6.568 -2.005 -1.867
C -3.023 2.949 -1.264
H 6.613 4.101 -3.904
H -0.429 -5.616 5.019
C 1.699 -4.943 3.125
H 2.049 -0.995 3.980
H 3.123 -1.685 6.072
H 5.661 -3.058 4.403
C -6.287 1.712 0.231
C 4.487 5.292 -2.282
H -0.486 -4.115 4.036
H -2.341 -1.177 -4.102
C 5.669 5.571 1.824
H 0.423 2.134 -1.839
O 2.525 -2.570 2.809
C 0.049 -4.651 4.828
H 0.309 3.921 -1.250
H -4.385 -5.609 0.275
C 3.454 -2.123 5.122
C -5.120 1.515 -0.568
H 5.119 3.192 -3.499
O -5.552 -1.079 -2.367
H 3.918 4.868 -3.120
O 5.737 4.645 -2.114
C -1.910 -0.299 -2.273
C -2.287 -4.681 0.115
C -5.823 -2.878 -0.648
Cl -5.560 -1.237 -5.039
H 0.799 -4.777 2.518
C 5.091 3.394 1.043
H -4.242 -3.910 1.175
F -7.052 -3.018 -2.832
H 1.383 -2.492 4.538
H -2.772 3.032 -0.100
C 2.289 -2.056 4.121
H 5.805 2.580 1.216
H 2.972 -4.136 1.616
H -3.697 -3.113 -1.637
H -3.496 -0.518 -0.558
H -2.099 0.793 -0.269
H 6.622 2.870 -2.624
C 2.800 -3.969 2.685
C 6.026 3.656 -3.095
H 5.792 -3.563 6.119
N 0.616 -0.470 -1.453
H -0.532 -2.143 -2.221
H 1.344 -1.236 -1.575
O -4.011 1.418 -2.978
C -1.697 3.154 -2.196
C -3.865 1.538 -1.581
C -5.992 -0.250 -3.481
H -3.780 3.831 -1.477
C -0.711 -1.193 -1.524
C -3.938 -4.519 0.195
H -1.343 0.484 -2.932
H -0.599 2.625 -0.226
C 4.216 3.028 -0.167
H -4.888 -4.608 -1.915
H 3.678 2.108 0.094
H -7.129 1.570 1.065
I -8.330 -1.099 -0.942
```

Which charges does Löwdin predict for the atoms? In e, they are: H 0.097; O -0.133; O -0.201; H 0.090; H 0.118; H 0.125; H 0.123; H 0.086; O -0.124; H 0.118; H 0.105; C -0.044; C -0.166; O -0.201; C -0.164; H 0.099; H 0.087; H 0.098; Cl 0.631; H 0.112; H 0.118; C -0.172; H 0.126; C -0.657; H 0.125; C -0.110; Br 0.571; C 0.021; H 0.086; H 0.098; O -0.182; H 0.087; H 0.081; H 0.057; H 0.086; O -0.201; C -0.755; C -0.175; H 0.086; H 0.087; C -0.187; H 0.126; H 0.125; H 0.086; C 0.057; C -0.186; H 0.086; H 0.118; C -0.110; H 0.071; O -0.127; C -0.105; H 0.051; H 0.112; C -0.184; C -0.028; H 0.087; O -0.194; H 0.121; O -0.202; C -0.273; C -0.082; C -0.203; Cl 0.627; H 0.104; C -0.183; H 0.118; F -0.108; H 0.098; H 0.141; C -0.171; H 0.125; H 0.123; H 0.107; H 0.133; H 0.125; H 0.086; C -0.170; C -0.107; H 0.087; N -0.045; H 0.126; H 0.075; O -0.073; C -0.625; C -0.413; C -0.500; H 0.101; C -0.237; C -0.204; H 0.141; H 0.075; C -0.168; H 0.132; H 0.125; H 0.062; I 0.897

# 3
Formula: C29H52BrN2O10S4
Source: the OMol25 dataset
Level of theory: ωB97M-V with the def2-TZVPD basis set

Its spin multiplicity is 1. As for the orbital gap: 7.518 eV. The molar mass comes out at 796.91 g mol⁻¹. The charge is +1.

Structure (XYZ):
```
98
C29H52BrN2O10S4 ωB97M-V with the def2-TZVPD basis set
H 1.385 -3.706 4.775
C -4.042 0.494 -1.363
C -0.061 -2.607 7.621
Br 5.528 -0.418 -3.701
S -4.071 -0.803 -0.145
C 1.037 0.224 0.101
S -0.310 -4.730 6.103
O 3.088 5.687 -3.227
C -1.057 -6.365 1.641
H 4.256 1.393 -0.541
O -3.381 3.520 -1.521
H -2.817 -5.078 1.471
H 4.522 4.631 -4.241
H -3.223 0.322 -2.059
H 0.524 5.239 -1.463
H 0.530 -1.728 5.740
H 0.757 -6.491 0.431
H 1.120 3.381 -4.933
C -0.384 5.683 -1.055
H 0.419 -3.121 8.457
H -1.796 -2.911 6.350
H -2.816 5.343 -3.368
C 1.258 1.596 -3.746
C 6.479 1.733 -2.075
H -0.633 6.915 -2.843
C 3.239 1.425 -2.401
H 0.308 1.202 -4.089
H 6.235 2.485 -1.309
C -1.775 -5.099 1.155
H 2.982 4.981 -5.141
C -5.417 0.434 -2.017
H 6.307 2.215 -3.049
H -6.187 -1.856 -0.268
H 1.043 -6.648 2.183
C 0.366 -0.128 -1.267
H -1.192 -2.984 1.239
C 1.192 -3.784 5.843
H -1.404 -1.101 -1.959
S -1.988 3.752 -1.798
H -1.752 -5.056 0.063
H 0.527 -0.263 0.933
H -0.092 6.441 -0.330
H -0.448 -1.657 7.988
H -0.686 3.897 0.193
H 1.036 1.316 0.219
H 2.086 -0.075 0.055
H 2.246 -1.080 -1.885
H 3.769 -0.205 -1.085
H -0.150 0.776 -1.600
H 1.880 -1.976 6.840
O -0.986 -4.919 4.839
C 4.165 0.745 -1.427
C 2.885 3.320 -3.755
C -0.663 -1.264 -1.170
H -0.218 -2.260 -1.216
H 1.041 -0.914 -3.197
C 3.423 4.676 -4.195
O 1.455 -4.076 2.716
C 0.948 -2.412 6.483
H -2.025 6.889 -1.770
C 0.446 -6.156 1.419
H 4.476 3.048 -2.576
H -1.177 4.774 -3.776
C -5.854 -0.868 0.045
O 1.150 -3.917 0.211
H -6.505 1.165 -0.300
N 3.747 5.408 -2.002
H 7.546 1.519 -2.005
H -6.109 -0.706 1.089
C 1.710 2.826 -4.212
H -1.409 -7.254 1.120
C -1.249 4.604 -0.414
H 2.010 -4.313 6.330
C -1.173 -3.476 7.044
O -1.105 2.672 -2.198
H -1.792 -3.949 7.803
N 3.608 2.619 -2.885
H -2.056 5.043 0.173
H -1.202 -1.121 -0.228
O -0.017 -5.837 6.975
C 2.034 0.896 -2.819
S 0.719 -4.385 1.510
O -3.630 -2.025 -0.773
C 1.483 -0.433 -2.316
H -1.254 -6.507 2.705
C -0.992 -3.930 1.740
H -3.896 1.434 -0.838
O -3.473 -0.308 1.073
H -5.468 -0.416 -2.702
H -7.406 -0.024 -1.230
C -1.833 5.103 -2.970
H -5.629 1.338 -2.585
C 5.583 0.488 -1.970
C -6.414 0.235 -0.865
H -1.167 -3.835 2.810
O 2.987 5.217 -1.143
C -1.227 6.275 -2.191
H 6.073 -0.200 -1.278
```

Which charges does Löwdin predict for the atoms? In e, they are: H 0.060; C -0.246; C -0.221; Br 0.743; S 0.656; C -0.020; S 0.678; O -0.098; C -0.206; H 0.145; O -0.311; H 0.121; H 0.136; H 0.096; H 0.083; H 0.116; H 0.103; H 0.138; C -0.218; H 0.120; H 0.107; H 0.108; C 0.062; C -0.145; H 0.117; C -0.168; H 0.144; H 0.085; C -0.204; H 0.142; C -0.206; H 0.056; H 0.106; H 0.106; C -0.365; H 0.087; C -0.215; H 0.070; S 0.691; H 0.119; H 0.084; H 0.124; H 0.114; H 0.108; H 0.075; H 0.052; H 0.115; H 0.098; H 0.082; H 0.114; O -0.336; C -0.157; C -0.192; C -0.059; H 0.079; H 0.132; C -0.087; O -0.337; C -0.211; H 0.122; C -0.209; H 0.137; H 0.095; C -0.214; O -0.339; H 0.119; N -0.014; H 0.090; H 0.104; C 0.034; H 0.116; C -0.213; H 0.110; C -0.229; O -0.334; H 0.108; N 0.195; H 0.115; H 0.050; O -0.310; C -0.115; S 0.680; O -0.327; C -0.090; H 0.105; C -0.220; H 0.077; O -0.329; H 0.121; H 0.115; C -0.209; H 0.116; C -0.706; C -0.205; H 0.082; O 0.107; C -0.200; H 0.097